Entry 1:
Below is a 4-piece molecular cluster, C3H16N2O3 overall at a distorted geometry, with properties calculated with the ωB97M-V functional and the def2-TZVPD basis.

The geometry in XYZ format:
```
24
Properties=species:S:1:pos:R:3:forces:R:3
N 0.654 1.414 2.612 0.1 0.6 0.3
C 0.582 1.472 1.159 -0.4 -1.2 0.0
C -0.806 1.048 0.586 -0.6 0.2 -0.4
C -0.654 -0.119 -0.417 0.9 -1.2 -0.5
N -1.602 -1.243 -0.477 -0.9 0.4 1.3
H -0.225 1.662 3.044 0.0 0.0 0.1
H 0.963 0.525 2.989 -0.2 0.1 -0.3
H 0.879 2.436 0.760 0.1 0.3 0.2
H 1.309 0.715 0.840 0.0 0.5 -0.3
H -1.328 1.851 0.039 0.5 0.1 0.1
H -1.473 0.917 1.449 0.1 -0.8 -0.2
H -0.518 0.279 -1.431 -0.2 0.2 0.7
H 0.297 -0.636 -0.190 -0.3 0.4 -0.1
H -1.341 -2.009 -1.076 0.3 0.3 -0.3
H -2.562 -0.979 -0.660 0.1 0.0 -0.1
O -0.376 -2.893 1.732 0.0 -0.2 -0.1
H 0.289 -2.311 2.109 -0.1 0.1 -0.1
H -0.862 -2.375 1.066 -0.1 0.2 0.1
O 0.446 1.832 -2.643 -0.5 0.9 -0.7
H 0.931 2.193 -1.898 0.2 -0.5 0.1
H 0.536 0.881 -2.701 0.7 -0.1 0.3
O 1.550 -1.214 -2.317 -0.7 0.8 -0.7
H 1.096 -1.884 -2.844 0.6 -0.2 0.5
H 2.217 -1.563 -1.734 0.1 -0.7 0.0
```
Positions in Å, forces in eV/Å.

Results
SMILES string = NCCCN.O.O.O
Orbital gap = 9.451 eV
Relative energy (zero: lowest compared OMol25 entry of this formula, charge and spin) = 1.320 eV
Max |F| = 1.63 eV Å⁻¹
Lowest unoccupied orbital energy = 0.305 eV
HOMO energy = -9.15 eV


Entry 2:
Below is C15H20NNaP2S as an isolated structure, with properties calculated with the ωB97M-V functional and the def2-TZVPD basis.

The geometry in XYZ format:
```
40
Properties=species:S:1:pos:R:3:forces:R:3
Na -1.618 -0.688 -0.115 -0.2 0.0 -0.1
C 2.394 -1.388 -0.836 -0.1 0.0 0.0
P 1.135 -0.307 -0.045 0.7 -0.2 0.1
C 1.765 -0.389 1.690 -0.1 0.0 -0.2
C 1.671 1.378 -0.528 -0.2 0.1 0.0
C 2.965 1.663 -0.959 0.0 0.0 0.0
C 3.316 2.947 -1.342 0.0 0.0 0.0
C 2.375 3.965 -1.301 0.0 0.0 0.0
C 1.085 3.698 -0.874 0.0 0.0 0.0
C 0.717 2.412 -0.485 0.1 -0.2 -0.1
P -0.981 1.995 0.061 -0.2 0.7 0.1
C -2.009 3.301 -0.720 0.0 -0.1 0.0
C -0.966 2.645 1.787 0.0 -0.1 -0.2
H 3.396 -1.259 -0.426 0.0 0.0 0.0
H 2.409 -1.223 -1.913 0.0 0.0 0.0
H 2.073 -2.415 -0.657 0.1 0.0 0.0
H 2.717 0.133 1.781 0.0 0.0 0.0
H 1.893 -1.442 1.944 0.0 0.0 0.1
H 1.046 0.042 2.383 0.0 0.0 0.1
H 3.707 0.875 -1.005 0.0 0.0 0.0
H 4.324 3.155 -1.679 0.0 0.0 0.0
H 2.649 4.966 -1.609 0.0 0.0 0.0
H 0.356 4.499 -0.853 0.0 0.0 0.0
H -1.814 4.297 -0.320 0.0 0.0 0.0
H -3.049 3.040 -0.525 0.0 0.1 0.0
H -1.857 3.299 -1.800 0.0 0.0 0.0
H -0.484 3.622 1.827 0.0 0.0 0.0
H -0.445 1.958 2.449 0.0 0.0 0.1
H -2.001 2.728 2.121 0.0 0.0 0.1
S -4.020 -1.608 0.038 -0.6 0.4 0.0
C -3.070 -3.031 0.123 0.2 -0.2 0.0
C -3.675 -4.305 0.241 0.1 0.0 0.0
C -2.899 -5.436 0.272 0.0 0.1 0.0
C -1.508 -5.315 0.195 0.0 0.0 0.0
C -0.988 -4.045 0.099 0.1 0.1 0.0
N -1.720 -2.925 0.067 0.0 -0.6 0.0
H -4.752 -4.353 0.298 0.0 0.0 0.0
H -3.366 -6.410 0.359 0.0 0.0 0.0
H -0.857 -6.178 0.207 0.0 0.0 0.0
H 0.088 -3.896 0.049 0.0 0.0 0.0
```
Positions in Å, forces in eV/Å.

Results
Orbital gap = 6.832 eV
Relative energy (zero: lowest compared OMol25 entry of this formula, charge and spin) = 0.164 eV
Max |F| = 0.78 eV Å⁻¹
Lowest unoccupied orbital energy = 0.221 eV
HOMO energy = -6.61 eV


Entry 3:
Below is C16H18AsBrO8SSbTi as an isolated structure at a distorted geometry, with properties calculated with the ωB97M-V functional and the def2-TZVPD basis.

The geometry in XYZ format:
```
47
Properties=species:S:1:pos:R:3:forces:R:3
Ti -1.089 -0.245 0.211 1.9 1.0 0.6
O 2.157 1.257 0.239 0.1 0.0 0.0
As 1.100 1.701 1.576 -0.5 -0.8 0.1
O 2.048 1.970 2.865 -0.2 0.0 0.0
O -0.042 0.395 1.681 0.3 0.6 -0.5
C 0.127 3.285 1.060 -0.1 0.3 -0.1
C 0.489 4.367 1.850 0.0 0.2 -0.1
C -0.083 5.623 1.644 0.2 -0.1 0.1
C -1.014 5.806 0.647 -0.1 0.0 -0.2
C -1.403 4.730 -0.148 0.1 0.2 0.1
C -0.841 3.487 0.059 0.0 -0.1 0.1
S -1.513 2.155 -0.884 0.5 -0.2 0.6
O -2.341 1.392 0.116 -0.1 0.0 -0.3
O -2.205 2.651 -2.019 0.0 0.1 -0.1
O -0.356 1.232 -1.120 -0.4 0.1 -0.1
H 3.031 1.284 0.658 0.0 0.0 -0.2
H 1.230 4.216 2.626 0.0 0.0 0.0
H 0.215 6.452 2.272 0.0 0.0 0.0
H -1.452 6.781 0.481 0.0 0.0 0.0
H -2.139 4.858 -0.929 0.0 0.0 0.0
Br -3.361 -0.615 2.705 0.1 0.0 -0.1
C -4.518 -1.243 1.345 -0.3 0.0 -0.1
C -5.875 -1.228 1.628 0.0 0.0 -0.1
C -6.792 -1.586 0.649 0.0 0.0 0.1
C -6.367 -1.930 -0.623 0.1 0.0 0.0
C -5.009 -1.931 -0.906 -0.2 -0.1 -0.1
C -4.080 -1.618 0.074 0.4 -0.1 -0.1
C -2.630 -1.656 -0.294 -1.3 -0.8 0.0
O -2.206 -1.126 -1.357 -0.2 0.1 -0.1
O -1.773 -2.101 0.542 -0.1 -0.3 0.3
H -6.213 -0.926 2.608 0.0 0.0 0.0
H -7.848 -1.578 0.884 0.0 0.0 0.0
H -7.083 -2.186 -1.391 0.0 0.0 0.0
H -4.657 -2.182 -1.898 0.0 0.0 0.0
C 2.945 -2.596 -0.439 0.3 -0.1 0.1
Sb 1.099 -1.755 -1.024 -0.4 0.1 -0.1
C 1.685 -0.885 -2.864 0.1 0.1 -0.1
C 0.250 -3.521 -1.841 0.0 -0.2 0.0
H 3.368 -3.098 -1.309 0.0 0.0 0.0
H 2.790 -3.320 0.359 0.0 0.0 0.0
H 3.635 -1.831 -0.087 0.0 0.0 0.0
H 1.930 -1.668 -3.580 0.0 0.0 0.0
H 2.551 -0.243 -2.712 0.0 0.0 0.0
H 0.870 -0.277 -3.251 0.0 0.0 0.0
H 1.015 -4.087 -2.372 0.0 0.0 0.0
H -0.541 -3.241 -2.536 0.0 0.0 0.0
H -0.180 -4.137 -1.053 0.0 0.0 0.0
```
Positions in Å, forces in eV/Å.

Results
Multiplicity = 2
Orbital gap (spin up / spin down) = 8.321 / 8.874 eV
Relative energy (zero: lowest compared OMol25 entry of this formula, charge and spin) = 0.759 eV
Max |F| = 2.21 eV Å⁻¹
Lowest unoccupied orbital energy (spin up / spin down) = 0.070 / -0.210 eV
HOMO energy (spin up / spin down) = -8.25 / -9.08 eV


Entry 4:
Below is one molecule with the formula C4H4OS2 at a distorted geometry, with properties calculated with the ωB97M-V functional and the def2-TZVPD basis.

The geometry in XYZ format:
```
11
Properties=species:S:1:pos:R:3:forces:R:3
C -0.895 -0.910 0.353 -3.0 -1.5 -0.2
C 0.169 -1.193 1.148 2.4 0.7 0.6
C -0.981 0.039 -0.573 -0.4 0.8 -1.1
C 1.428 0.909 0.111 2.0 2.2 4.9
O -1.344 2.075 -2.081 0.0 -0.9 -0.3
S 1.503 -0.124 1.408 -1.2 -0.5 -0.6
S -1.255 0.583 -2.042 0.0 1.0 1.0
H -1.846 -1.571 0.580 1.8 1.3 -0.5
H 0.262 -2.187 1.480 0.2 -0.8 1.1
H 1.074 0.451 -0.689 -1.0 -0.9 -3.9
H 1.886 1.927 0.307 -0.8 -1.5 -0.9
```
Positions in Å, forces in eV/Å.

Results
Orbital gap (spin up / spin down) = 7.285 / 7.285 eV
Relative energy (zero: lowest compared OMol25 entry of this formula, charge and spin) = 4.738 eV
Max |F| = 5.76 eV Å⁻¹
Lowest unoccupied orbital energy (spin up / spin down) = -1.096 / -1.097 eV
HOMO energy (spin up / spin down) = -8.38 / -8.38 eV